[1]
Computed, not measured: a 2-piece molecular cluster, C6H16NOP overall at a distorted geometry, with the ωB97M-V functional and the def2-TZVPD basis.

```
25
Properties=species:S:1:pos:R:3:forces:R:3
C -0.4425 2.2747 -0.4010 -2.5 -1.7 0.2
C 1.1442 1.7573 1.3984 1.9 -0.1 0.1
C 0.1963 -2.4940 0.0249 4.4 -0.6 0.1
C -1.8159 -1.1478 0.0891 -1.1 -1.7 2.9
C -0.0245 1.1813 0.6357 0.6 2.3 -1.4
C -0.3692 -1.2824 0.6059 -0.5 2.5 -0.5
N 0.2479 -0.0390 0.0135 2.0 -3.0 -1.2
O 1.9612 1.0196 -1.6833 1.5 2.9 -0.8
P 1.2072 -0.1533 -1.3459 -1.8 -2.4 0.4
H -0.9712 1.8456 -1.2998 0.5 0.1 0.9
H -1.2361 2.7442 0.1857 0.3 1.2 -0.6
H 0.3598 2.8530 -0.7997 0.5 0.6 0.3
H 0.8177 2.5731 2.0876 0.4 -0.6 -0.6
H 1.9829 2.0949 0.6748 -1.6 -0.2 1.1
H 1.6184 0.9302 1.9630 -0.3 0.5 0.2
H -0.2910 -3.3189 0.4582 -0.5 -1.3 0.3
H 0.0980 -2.5009 -1.0680 -0.1 -0.2 0.3
H 1.3834 -2.5759 0.2735 -2.8 -0.1 -0.5
H -2.6753 -1.6606 0.6682 1.6 0.4 -0.9
H -1.8152 -1.4218 -0.9302 -0.2 -0.4 -1.1
H -1.9992 -0.1343 0.1750 -1.0 2.0 -0.1
H -0.8147 0.9346 1.3026 -0.9 0.4 0.7
H -0.1412 -1.1389 1.6872 -0.8 -0.6 -0.5
H 2.0717 -1.2477 -1.1187 -0.1 -0.2 0.0
H -0.4926 -1.0931 -3.5968 0.4 0.2 0.5
```
Forces are in eV/Å.

The energy above the lowest of the compared OMol25 structures with the same formula, charge and spin is 113.7 kcal per mole. As for the spin multiplicity: 1. For the HOMO energy (spin up / spin down), the calculation gives -9.26 / -7.59 eV. The HOMO-LUMO gap (spin up / spin down) is 8.881 / 7.040 eV. The calculated total energy is -709.3864 Eh.

[2]
Computed, not measured: a 3-piece molecular cluster, C6H16NOS overall at a distorted geometry, with the ωB97M-V functional and the def2-TZVPD basis.

```
25
Properties=species:S:1:pos:R:3:forces:R:3
C 0.7918 0.6622 -0.3826 4.0 -0.5 -2.1
C -0.1284 -1.9943 3.8979 0.1 -2.3 0.8
C -1.6211 1.3591 0.7522 1.5 3.0 0.1
C 0.5318 -0.8232 -0.8131 -1.9 1.3 0.7
C -0.3198 -0.6721 -2.0460 0.3 0.3 1.0
C -0.3483 -0.8470 3.3070 -1.7 0.8 0.4
N -1.3150 0.3566 -1.7707 -0.6 2.0 -0.8
O 2.3849 1.1454 -3.2617 -1.6 -0.8 -0.8
S -0.6675 1.6706 -0.8438 -0.2 -3.0 2.4
H 1.3475 0.7069 0.6000 -1.5 0.6 -0.7
H 0.6479 -2.7179 3.6000 -0.1 0.7 0.0
H -0.7574 -2.4404 4.7079 0.4 0.9 -0.7
H 3.0894 1.7127 -3.0233 1.2 1.0 0.2
H -1.3314 2.1462 1.5151 -0.3 -0.6 -1.1
H -2.6333 1.4444 0.5238 -1.7 0.5 -0.6
H -1.4958 0.4423 1.2283 0.9 -1.9 0.1
H 1.2820 -1.5464 -1.0814 1.2 0.5 0.4
H 0.0541 -1.0936 0.0869 -1.2 -1.8 0.6
H 0.4206 -0.3855 -2.7600 0.1 0.3 -1.2
H -0.8858 -1.5128 -2.3642 -0.2 -1.0 -0.2
H 0.2101 -0.4726 2.4777 0.6 0.1 -0.3
H -1.2379 -0.2497 3.6082 0.8 -0.3 -0.1
H -1.6937 0.7726 -2.6446 0.2 -0.4 0.7
H 1.5587 0.9356 -1.1489 -0.5 0.7 0.7
H 2.1167 1.4010 -4.1647 0.4 -0.1 0.6
```
Forces are in eV/Å.

The energy above the lowest of the compared OMol25 structures with the same formula, charge and spin is 43.8 kcal per mole. As for the spin multiplicity: 1. The total charge is +1. For the HOMO energy, the calculation gives -13.12 eV. The HOMO-LUMO gap is 9.610 eV. The calculated total energy is -766.0419 Eh.